1.
C6H8HgO6 as an isolated structure. Source: the OMol25 dataset; level of theory: ωB97M-V with the def2-TZVPD basis set.

Output
DFT total energy (eV): -22787.6789
Total charge: +2
Max |F| (eV/A): 11.4
E_HOMO (eV): -15.6
Multiplicity: 1

Last column: Löwdin charge in e.
Element x y z (Å)
H  0.3036  -0.7017  -0.6720  0.30
O  4.2255  1.1883  0.3971  0.02
C  3.4771  0.2800  0.0003  -0.69
O  3.8896  -0.8148  -0.4306  -0.04
O  2.1159  0.5102  0.1338  0.16
Hg  5.6358  -0.0382  -0.1784  1.63
C  1.3235  -0.5152  0.3809  -0.02
C  -0.0897  -0.2837  0.5504  0.02
C  -0.8824  -1.3083  1.2890  -0.13
C  -2.3913  -1.1650  1.2288  -0.14
O  -2.7854  -0.0148  1.9736  0.04
C  -4.0869  0.2335  2.0323  -0.63
O  -4.9569  -0.4602  1.5669  0.15
O  -4.2718  1.3470  2.7254  0.18
H  1.7957  -1.4076  0.8172  0.20
H  -0.3959  0.7673  0.6278  0.19
H  -0.5348  -1.1850  2.3356  0.17
H  -0.6161  -2.3274  0.9783  0.15
H  -2.8535  -2.0591  1.6642  0.15
H  -2.7338  -1.0623  0.1906  0.15
H  -5.2154  1.4712  2.8908  0.15

2.
The molecule C6H8INO. Source: the OMol25 dataset; level of theory: ωB97M-V with the def2-TZVPD basis set.

Output
DFT total energy (eV): -17985.5268
Max |F| (eV/A): 8.0
SMILES: CC(C)(O)/C(I)=C/C#N
E_HOMO (alpha / beta) (eV): -8.5 / -8.9
Multiplicity: 1

Last column: Löwdin charge in e.
Element x y z (Å)
C  2.4328  -1.4682  1.7377  -0.36
C  1.9295  -0.6520  0.7779  0.00
C  0.1967  -0.5364  0.8204  -0.56
C  -0.7072  -0.4427  -1.5224  -0.05
C  -1.4712  1.1842  0.2076  -0.05
C  -0.2342  0.3512  -0.2944  -0.76
N  2.9058  -2.1327  2.5817  0.15
O  0.7760  1.2374  -0.5785  -0.01
I  -0.9666  -1.9451  1.8026  0.96
H  2.3458  -0.0337  -0.0173  0.09
H  0.0980  -0.6089  -2.3167  0.10
H  -1.4794  0.1873  -2.1609  0.11
H  -1.1867  -1.4017  -1.0649  0.07
H  -2.3466  0.5182  0.5035  0.09
H  -1.7489  1.8926  -0.4910  0.04
H  -1.1109  1.8371  1.0213  0.10
H  0.5669  2.0132  -1.0064  0.08

3.
C6H8Li2O8 as an isolated structure. Source: the OMol25 dataset; level of theory: ωB97M-V with the def2-TZVPD basis set.

Output
DFT total energy (eV): -23129.0385
Total charge: -2
Max |F| (eV/A): 17.1
E_HOMO (eV): 0.5
Multiplicity: 1

Last column: Löwdin charge in e.
Element x y z (Å)
Li  31.8562  -6.0217  -12.5359  0.50
Li  31.5535  -7.9522  -11.9092  0.27
C  34.0465  -9.5833  -12.4675  -0.02
C  33.8661  -8.3490  -11.9403  -0.25
C  35.0774  -7.3642  -12.0217  -0.33
O  35.0414  -6.0877  -11.5945  -0.15
C  36.2245  -7.7017  -12.5400  -0.08
C  36.4660  -8.9435  -13.2135  -0.33
C  35.3001  -10.0129  -13.0685  -0.33
O  35.3977  -11.1640  -13.4755  -0.02
O  37.5704  -9.1120  -13.8156  -0.09
O  32.7676  -8.1421  -11.2818  -0.20
H  33.2340  -10.2865  -12.5755  0.10
H  36.9925  -6.9426  -12.5588  0.10
O  31.9181  -6.7286  -11.1842  -0.47
H  31.1776  -6.1843  -10.8525  -0.05
O  31.5188  -7.3644  -13.2168  -0.46
H  30.9913  -6.7273  -13.7367  -0.03
O  31.5675  -9.3257  -12.6230  -0.19
H  32.4807  -9.1120  -12.4315  -0.05
H  31.5865  -10.2460  -12.8856  0.07
O  30.0079  -8.1784  -11.6502  -0.11
H  29.2768  -8.5450  -12.1475  0.07
H  29.7857  -7.2536  -11.5433  0.03

4.
C6H8LiO6Sm as an isolated structure. Source: the OMol25 dataset; level of theory: ωB97M-V with the def2-TZVPD basis set.

Output
DFT total energy (eV): -36743.4786
Max |F| (eV/A): 2.1
⟨S²⟩: 15.7569
E_HOMO (alpha / beta) (eV): -4.5 / -7.7
Multiplicity: 8

Last column: Löwdin charge in e.
Element x y z (Å)
O  -0.3929  -1.0837  -0.2979  -0.37
O  1.8910  0.6619  0.7123  -0.39
C  0.4354  -1.4795  -1.3936  -0.19
C  1.9158  -1.2726  -1.1372  -0.19
O  2.3860  0.0636  -1.3525  -0.13
C  2.4316  1.0132  -0.3691  -0.26
H  0.1231  -0.9404  -2.2971  0.14
H  0.2789  -2.5520  -1.5844  0.12
H  2.4626  -1.8873  -1.8634  0.13
H  2.1881  -1.6236  -0.1310  0.11
O  -1.2320  0.9453  0.4338  -0.19
C  -0.9521  2.1581  -0.2732  -0.12
C  -0.7585  1.6714  -1.7031  -0.10
O  -1.5624  0.4949  -1.7435  0.02
C  -1.6367  -0.0732  -0.5051  -0.76
H  -1.8114  2.8325  -0.1747  0.13
H  -0.0548  2.6248  0.1469  0.12
H  0.2897  1.4204  -1.9171  0.11
H  -1.1323  2.3715  -2.4558  0.14
O  -2.6698  -0.7338  -0.2139  -0.09
Li  -1.9284  -2.3726  0.2108  0.59
Sm  0.3718  -0.2419  1.8938  1.16